Computed, not measured: a cluster of 2 separate species, C10H12N6O4 in total, with the ωB97M-V functional and the def2-TZVPD basis.

The calculation puts the relative energy (zero: lowest compared OMol25 entry of this formula, charge and spin) at 0.656 eV. The charge is 0. The highest occupied orbital energy comes out at -8.4882 eV. As for the multiplicity: 1. Its orbital gap is 6.3 eV.

Each line ends with the natural charge from an NBO analysis.
Element x y z (Å)
1 N 2.49 3.38 2.78  -0.29
2 C 2.41 2.34 2.25  0.26
3 C 2.34 1.02 1.66  -0.26
4 C 1.54 0.02 2.28  -0.01
5 C 1.64 -1.29 1.81  0.00
6 N 0.97 -2.43 2.22  0.41
7 O 0.27 -2.69 3.20  -0.36
8 O 1.24 -3.42 1.25  -0.13
9 N 2.09 -2.93 0.27  -0.07
10 C 2.30 -1.62 0.61  0.11
11 C 2.99 -0.57 -0.12  -0.04
12 N 3.43 -0.69 -1.49  0.50
13 O 3.37 -1.77 -2.11  -0.34
14 O 3.86 0.38 -2.00  -0.40
15 C 3.06 0.71 0.48  -0.05
16 H 0.98 0.21 3.20  0.27
17 H 3.66 1.49 0.01  0.27
18 C -0.68 0.66 0.29  -0.44
19 N -0.65 0.78 1.77  -0.27
20 C -1.62 -0.13 2.40  -0.44
21 N -0.84 2.11 2.20  -0.49
22 C -2.17 2.69 2.32  -0.44
23 H -1.25 -0.25 0.03  0.20
24 H -1.17 1.55 -0.16  0.21
25 H 0.33 0.57 -0.13  0.20
26 H -2.35 -0.47 1.63  0.19
27 H -1.11 -1.01 2.81  0.22
28 H -2.11 0.41 3.22  0.22
29 H -0.17 2.72 1.76  0.37
30 H -2.11 3.46 3.09  0.22
31 H -2.51 3.16 1.39  0.18
32 H -2.91 1.95 2.62  0.20